(1)
32
Properties=species:S:1:pos:R:3:forces:R:3 method="wB97M-V/def2-TZVPD" total_charge=0 orbital_gap_ev=8.13 spin_multiplicity=1 max_force_ha_per_bohr=0.0899 e_above_lowest_kcal_mol=9.0
C 0.00090 2.48927 -0.01688 1.3460 -1.3813 -0.1562
C 1.31409 2.70266 0.21056 -0.8391 -2.5093 -1.1041
C -0.52427 1.27475 -0.73983 3.2148 2.7190 0.4199
C 2.38761 1.75581 -0.05107 -1.6219 -0.5532 0.0489
C -3.24601 -1.06996 -0.85007 -1.5109 -0.0100 0.2884
C -3.15606 -0.67796 0.63528 -1.4930 2.0276 -1.3601
C 2.41692 -1.66208 1.14782 2.1955 0.0041 -0.3026
C -2.06454 -0.37438 -1.52841 -0.4508 0.1881 0.4842
C -2.62204 0.76641 0.64258 -1.5402 -0.1531 -3.0270
C 1.52306 -0.69937 0.44980 -0.0741 0.5729 0.3337
C 3.59542 -1.96906 0.06625 -0.4210 2.0269 4.1314
C -1.63590 0.65857 -0.49928 -0.6569 -0.9796 -0.4062
C 2.42309 0.41441 -0.04735 -0.0990 0.0938 0.2879
S 3.97452 -0.23140 -0.52647 0.4593 -1.9489 -0.0598
H -0.60106 3.29233 0.29694 -1.3081 0.7189 0.0485
H 1.69277 3.64060 0.41637 0.2695 2.0243 0.9603
H 0.20400 0.97105 -1.54738 -1.1322 0.1005 0.6825
H 3.27818 2.22784 -0.34408 1.3159 0.5642 -0.2805
H -3.06954 -2.17069 -0.86005 -1.0421 0.6591 -0.6328
H -4.30688 -0.65878 -1.17443 2.1429 -1.3804 0.0563
H -4.11625 -0.81428 1.09853 -0.3519 0.0031 0.4899
H -2.44575 -1.22782 1.12408 1.7745 -1.7808 1.3208
H 2.83447 -1.15408 2.00596 0.5390 0.0757 0.3036
H 1.93604 -2.54031 1.55795 -0.2322 -0.4231 -0.4096
H -1.28231 -1.11805 -1.76367 -0.1581 0.5532 0.0161
H -2.29430 0.23197 -2.41428 -0.1931 -0.7243 -0.1088
H -3.39379 1.53353 0.35604 0.3217 -0.7669 0.2403
H -2.24070 1.06459 1.55041 1.1754 0.6495 1.9939
H 1.15652 -1.31827 -0.33979 -0.9196 0.2364 -1.1146
H 0.71812 -0.37534 1.10168 -0.1604 0.2974 -0.2120
H 4.41543 -2.41005 0.70352 -0.5598 0.2859 -1.4967
H 3.12827 -2.55193 -0.66076 0.0099 -1.1900 -1.4357

(2)
50
Properties=species:S:1:pos:R:3:forces:R:3 method="wB97M-V/def2-TZVPD" total_charge=-1 orbital_gap_ev="6.94 / 6.96" s2=2.0044 spin_multiplicity=3 max_force_ha_per_bohr=0.0316
Ni -0.39790 -0.51055 -0.68276 1.1558 -0.0828 -1.1364
C -0.17185 -1.87263 -3.41552 0.0438 -0.0621 0.0786
N -0.02351 -0.53867 -2.83377 -0.3216 0.2473 -0.0800
C -0.97984 0.37381 -3.47306 0.0416 -0.0311 -0.0696
C 1.35162 -0.04055 -3.00051 0.1528 0.0074 0.1890
C 2.29725 -0.59191 -1.93651 -0.1654 -0.1188 0.0962
N 1.66741 -0.40532 -0.65181 -0.2058 0.1597 0.0433
C 2.30228 -0.59409 0.49482 0.1190 -0.0272 0.1346
C 1.51848 -0.58446 1.68075 0.0654 0.0416 -0.3153
F 0.16448 -0.45798 1.49052 -0.0448 0.0412 0.4928
C 2.00949 -0.71495 2.94669 0.0992 -0.0093 -0.0349
F 1.15761 -0.65637 3.99135 -0.0746 -0.0035 0.0136
C 3.36247 -0.89932 3.16792 0.0314 -0.0219 0.1255
C 4.16665 -0.94186 2.04179 -0.1680 0.0170 0.0885
F 5.49046 -1.12503 2.21021 0.1055 -0.0028 -0.0587
C 3.68480 -0.79061 0.76209 -0.0871 0.0081 0.0023
F 4.57797 -0.82965 -0.25817 0.0011 -0.0172 -0.0433
H -0.04694 -1.83302 -4.50719 -0.0006 0.0425 0.0002
H -1.15930 -2.26077 -3.17273 0.0182 -0.0312 -0.0064
H 0.56609 -2.54967 -2.99239 -0.0417 -0.0020 0.0330
H -0.81768 0.41243 -4.56041 -0.0044 -0.0116 0.0085
H -0.86984 1.36874 -3.05000 -0.0148 -0.0166 0.0293
H -1.99233 0.02524 -3.27122 0.0078 -0.0090 -0.0161
H 1.32193 1.04499 -2.90040 -0.0514 0.0001 0.0303
H 1.72703 -0.29080 -4.00246 -0.0373 0.0577 -0.0481
H 3.24964 -0.06354 -2.02137 0.0313 -0.0236 -0.0999
H 2.49576 -1.65876 -2.11898 0.0463 0.0281 -0.0501
H 3.76778 -1.01662 4.16077 0.0028 0.0071 -0.0186
N -1.68713 1.17441 2.78815 -0.0555 -0.6058 -0.0732
C -2.24143 1.61058 1.45843 0.1164 0.0702 -0.6091
C -3.36374 2.62000 1.67602 -0.0411 0.0198 0.1359
P -2.87008 -0.01022 0.73657 -1.2208 -0.2537 0.8559
O -4.46919 0.29691 0.64938 0.2336 -0.2583 -0.2670
O -2.60247 -0.93518 1.89910 0.0506 0.0443 -0.2233
O -2.44907 -0.39643 -0.64784 0.2493 0.1876 0.1115
P -0.91036 2.43819 0.39978 0.4114 0.5235 0.2949
O 0.31611 2.41615 1.51908 -0.0534 -0.0793 -0.5895
O -1.33609 3.82298 0.12717 -0.1099 -0.0143 0.1178
O -0.47741 1.56172 -0.74013 -0.1451 -0.2474 0.2697
H -2.16088 1.63306 3.55781 -0.0415 0.0609 0.0191
H -0.68357 1.36723 2.82797 0.0192 -0.0393 -0.0073
H -1.92774 0.07068 2.75045 0.1315 0.5715 0.0234
H -4.16110 2.19550 2.29003 0.0013 -0.0162 -0.0152
H -3.78474 2.92260 0.72158 -0.0037 -0.0136 0.0224
H -2.95537 3.51570 2.14577 -0.0210 0.0206 -0.0154
H -4.83727 -0.29062 -0.02785 0.0133 0.2161 0.1010
H 1.09754 2.04553 1.07416 -0.1147 0.0041 0.2195
S 1.08891 -4.29585 1.08579 0.3340 -0.4081 0.3708
C 0.28753 -3.25216 0.15645 -0.4973 0.3421 -0.6019
N -0.29246 -2.50884 -0.54555 0.0392 -0.3119 0.4717

(3)
33
Properties=species:S:1:pos:R:3:forces:R:3 method="wB97M-V/def2-TZVPD" total_charge=0 orbital_gap_ev="8.91 / 8.91" spin_multiplicity=1 max_force_ha_per_bohr=0.0713 e_above_lowest_kcal_mol=138.2
C 1.71704 -0.18636 1.08574 1.3623 0.6740 2.4019
C 3.43480 0.00446 -1.13708 1.3259 0.9818 -1.0955
C 2.21958 0.35318 -1.42142 -1.9802 -0.5429 2.0676
C -2.10836 0.09151 -0.91624 -1.6253 1.9296 1.3795
C -1.14899 1.28076 -1.00787 -0.7469 1.3108 0.2587
C -1.50816 0.85682 1.21812 0.0519 -1.5529 -0.4208
C -1.75045 -0.44397 0.41803 -1.3617 -2.2471 0.9183
C 0.57576 0.10653 0.30201 1.3774 -0.8547 -1.9538
C -0.37266 1.33901 0.36338 1.6276 0.2062 -1.3893
C -0.40221 -1.15939 0.23460 1.5101 -1.2855 1.3008
C 0.09974 2.77894 0.65226 -0.3790 0.7246 2.2047
C -0.11643 -2.09522 -0.96908 -0.5600 -2.6354 1.2392
C -0.11474 -2.22878 1.38589 -0.3732 1.2640 -0.1118
N 2.63293 -0.40971 1.78874 -1.6955 0.2459 -1.5621
H 4.24375 0.38319 -1.86459 -1.1039 -0.9971 1.1352
H 3.71450 -0.47021 -0.20299 0.1957 0.0127 0.0515
H 1.83554 0.81697 -2.28845 -0.5368 0.4730 -0.6201
H -3.18636 0.35073 -0.90122 0.5695 0.2667 -0.3038
H -1.94961 -0.55198 -1.68821 0.2209 -1.9605 -2.0575
H -0.54039 1.18112 -1.90167 0.2188 0.5693 0.0703
H -1.77700 2.20688 -0.96684 0.7874 -0.4646 -0.7409
H -2.33383 1.53722 0.99952 -0.2181 -0.0793 1.0001
H -1.27651 0.58870 2.23745 -0.0711 0.6409 0.5325
H -2.53166 -1.14546 0.89261 1.1006 1.0111 -0.7640
H 0.54469 2.97170 1.70030 -1.0345 -0.8403 -1.1666
H -0.85133 3.39648 0.59316 1.2313 -0.4456 0.0818
H 0.87794 3.27659 0.08416 -0.1072 -0.5239 -0.9908
H -0.60863 -3.23831 -0.75102 0.4457 3.4247 -1.2344
H 0.91912 -2.45416 -0.93679 0.1171 0.6947 0.2153
H -0.20408 -1.62434 -1.92453 -0.7013 -0.1932 -0.8169
H -0.95139 -2.92606 1.51885 0.0406 0.4012 -0.0978
H 0.18014 -1.79350 2.32497 -0.2756 0.2860 0.5622
H 0.73728 -2.79337 1.07819 0.5875 -0.4942 -0.0937

(4)
33
Properties=species:S:1:pos:R:3:forces:R:3 method="wB97M-V/def2-TZVPD" total_charge=0 smiles=CCc1c[nH]c2ccccc12.CCC orbital_gap_ev=8.71 spin_multiplicity=1 max_force_ha_per_bohr=0.0352 e_above_lowest_kcal_mol=22.7
C -2.99938 1.32515 -2.58274 0.5640 -0.4903 -0.2875
C -3.75672 0.04198 -2.16808 -0.8007 1.5188 0.5754
C -1.48063 1.32524 -2.32154 0.1798 -0.1854 0.0076
H -3.16354 1.40105 -3.65541 -0.0043 0.1900 -0.1555
H -3.44477 2.21756 -2.17175 -0.2329 0.1712 0.3813
H -4.78455 0.37403 -1.96338 -0.0830 -0.3633 -0.4680
H -3.49762 -0.39950 -1.20645 0.6768 -0.1415 -0.1961
H -1.19031 0.37253 -1.88339 0.1645 -0.1081 0.0374
H -0.88321 1.45776 -3.22847 -0.1776 -0.0638 -0.0021
H -3.75471 -0.65061 -2.99380 0.0264 -0.5536 0.0789
H -1.13236 2.09711 -1.63217 -0.2759 0.0081 0.0566
C 0.50347 -2.47493 1.41783 -0.2461 0.3116 -0.8642
C -0.20885 -3.27680 0.31620 0.5434 -0.6865 -0.3392
C 1.11918 -1.21752 0.86381 -0.0289 0.2813 0.5907
C 1.66976 -1.07176 -0.36144 -0.5919 -1.0432 -0.3897
C 1.43433 0.00771 1.55983 0.3468 0.2590 0.1418
C 2.21205 0.79631 0.69556 0.4272 -0.5253 -0.0369
C 1.16504 0.55521 2.81101 -1.5672 0.3689 0.4985
C 2.80269 1.97740 1.09890 0.4380 0.7241 0.1326
C 1.56054 1.84215 3.14300 0.2289 -0.7456 0.0360
C 2.46902 2.52239 2.32914 -0.0052 -0.3578 0.0317
N 2.34655 0.10873 -0.49660 0.0363 0.4638 -0.0634
H -0.10300 -2.26771 2.29457 -0.0883 -0.0079 0.0380
H 1.35147 -3.09839 1.68186 -0.0027 -0.0699 0.7456
H -0.57673 -2.69408 -0.52548 -0.1619 0.2789 0.1894
H 1.48039 -1.72906 -1.19715 0.5242 -0.0150 -0.1005
H 3.14363 0.17212 -1.10563 -0.1246 0.3281 -0.1113
H 0.44361 0.08873 3.48312 0.3227 -0.2416 -0.0995
H 3.54498 2.44079 0.46424 -0.0239 0.2059 -0.0785
H 1.19755 2.26299 4.07280 0.2268 0.0494 0.0006
H 2.94514 3.40228 2.74049 -0.0305 0.2151 -0.4220
H -0.98420 -3.98194 0.60705 -0.1597 0.2614 0.4733
H 0.57121 -3.92693 -0.08593 -0.1006 -0.0369 -0.4008

(5)
34
Properties=species:S:1:pos:R:3:forces:R:3 method="wB97M-V/def2-TZVPD" total_charge=+1 orbital_gap_ev=9.27 spin_multiplicity=1 max_force_ha_per_bohr=0.1244 e_above_lowest_kcal_mol=95.5
C 1.04253 0.88171 3.77902 0.2398 -0.3612 0.7382
C 1.96101 1.11638 2.76292 3.0357 0.2554 -1.0180
C -0.26570 0.61646 3.41826 1.2318 0.4712 -2.6379
C 1.60504 0.98293 1.38683 -1.8198 0.0368 1.2800
C -0.67041 0.58610 2.07828 2.3837 0.0878 0.0606
C 0.25814 0.73473 1.02802 0.8138 0.1805 2.4269
C -0.17507 0.65661 -0.34849 -1.0248 -2.1086 -1.6749
C -0.02262 1.53012 -1.35955 -1.7648 -2.1204 -1.1343
C -1.03519 -0.99686 -0.79719 1.6293 5.4165 2.9893
C -0.43807 0.98238 -2.74651 -1.3938 5.7689 0.1298
C 0.46696 2.92758 -1.28205 4.5151 -3.3296 2.6042
C -0.97591 -3.38266 -0.73982 -3.3273 0.9183 1.5696
C 1.09808 -1.88460 -0.68328 -0.3110 0.5721 3.6729
N -0.35514 -2.08617 -0.66074 -0.4023 1.4923 -0.5822
N -2.33362 -0.78013 -0.89079 0.0431 -2.9551 -1.5012
H 1.21125 0.78117 4.91129 0.4709 0.6073 -2.0672
H 3.09541 1.36987 2.97085 -2.5419 -0.6187 -0.2290
H -0.82601 0.47733 4.24640 -2.7027 -0.6253 1.9370
H 2.22697 1.06723 0.53250 1.2857 0.2976 -0.1223
H -1.59403 0.39621 1.66239 -2.5204 -0.4127 0.3412
H -1.33380 1.55101 -3.29481 1.7573 -0.8304 1.5223
H 0.37850 1.18585 -3.37119 1.2495 -0.3497 -1.2140
H -0.73504 0.03793 -2.65892 -0.6795 -3.8599 -0.2240
H 1.66680 2.89559 -1.25529 -2.4850 0.1440 0.1391
H 0.26680 3.46932 -2.08419 -1.3294 2.3753 -3.5280
H 0.13039 3.33922 -0.38588 -0.3578 1.0944 1.4235
H -0.32450 -4.12265 -0.62843 3.3413 -2.7931 1.2465
H -1.85794 -3.65070 -0.02785 1.5636 1.2854 -0.9508
H -1.28015 -3.62617 -1.69930 -1.1391 0.1989 -2.2256
H 1.56876 -2.00160 0.32942 -0.9106 0.4938 -0.3899
H 1.45721 -2.69972 -1.11299 1.9039 -3.2984 -2.7329
H 1.44884 -0.96550 -1.08904 -0.2631 0.4531 -0.5856
H -2.76210 0.02200 -0.53405 -0.2967 1.5039 0.1316
H -2.89739 -1.41096 -1.45585 -0.1944 0.0093 0.6050

(6)
37
Properties=species:S:1:pos:R:3:forces:R:3 method="wB97M-V/def2-TZVPD" total_charge=0 smiles=CO[C@H](O)CN.c1ccncc1.c1ccncc1 orbital_gap_ev=9.97 spin_multiplicity=1 max_force_ha_per_bohr=0.0021 e_above_lowest_kcal_mol=49.4
C 1.28545 -0.78634 1.17228 -0.0139 0.0130 -0.0722
O 1.62258 0.22848 0.23678 -0.0100 -0.0003 0.0692
C 2.08365 -0.22919 -1.01105 -0.0332 0.0472 -0.0311
O 1.09155 -0.95601 -1.70194 0.0380 -0.0140 -0.0236
C 3.30612 -1.13229 -0.93298 -0.0763 -0.0378 0.0567
N 3.92819 -1.40757 -2.21434 0.0626 -0.0416 -0.0792
H 0.83984 -0.28313 2.02651 0.0066 -0.0125 0.0170
H 0.55745 -1.48356 0.75300 0.0153 -0.0285 -0.0029
H 2.16589 -1.33699 1.50839 0.0016 0.0001 0.0284
H 2.32513 0.68940 -1.55479 0.0385 -0.0036 -0.0037
H 0.40393 -0.34826 -1.99243 -0.0663 0.0102 0.0212
H 3.00111 -2.08190 -0.48834 0.0229 -0.0172 -0.0215
H 4.03405 -0.67837 -0.25962 0.0273 0.0376 -0.0156
H 3.25116 -1.79230 -2.86245 0.0045 0.0212 0.0452
H 4.31102 -0.56860 -2.63262 -0.0261 0.0070 0.0305
N -2.50295 -2.34819 -4.00930 0.0129 0.0015 -0.0283
C -1.54563 -2.44215 -3.08868 -0.0192 0.0071 0.0159
C -1.79138 -2.43939 -1.72269 0.0053 -0.0002 0.0120
C -3.10289 -2.33629 -1.28726 0.0022 0.0027 -0.0032
C -4.10891 -2.23995 -2.23466 -0.0062 0.0019 -0.0030
C -3.75744 -2.24995 -3.57711 0.0006 0.0001 0.0258
H -0.52848 -2.52276 -3.45623 -0.0009 -0.0005 -0.0065
H -0.96437 -2.51082 -1.02993 -0.0039 -0.0087 -0.0012
H -3.33619 -2.33067 -0.23015 -0.0016 -0.0022 -0.0006
H -5.14800 -2.15787 -1.94588 0.0018 0.0003 0.0008
H -4.52248 -2.17486 -4.34206 0.0056 -0.0009 -0.0079
N -0.57459 2.75814 4.76205 -0.0075 -0.0087 0.0198
C -0.16389 2.04471 3.71639 0.0000 0.0139 -0.0231
C 0.11916 2.59028 2.47238 0.0097 0.0108 -0.0224
C -0.03426 3.95776 2.30631 -0.0034 -0.0036 0.0081
C -0.46035 4.71449 3.38532 -0.0055 0.0066 0.0047
C -0.71607 4.06931 4.58697 0.0071 0.0027 -0.0269
H -0.05595 0.97818 3.88451 -0.0004 0.0001 0.0109
H 0.45653 1.96378 1.65676 0.0089 0.0050 -0.0005
H 0.17575 4.42383 1.35215 0.0033 0.0006 0.0012
H -0.59395 5.78482 3.30468 0.0004 -0.0016 -0.0013
H -1.05078 4.63423 5.45002 -0.0006 -0.0076 0.0072

(7)
45
Properties=species:S:1:pos:R:3:forces:R:3 method="wB97M-V/def2-TZVPD" total_charge=0 smiles="NS(=O)(=O)c1cccc(-c2nnn[nH]2)c1.CNC(=O)[C@H](CO)NC(C)=O" orbital_gap_ev=9.22 spin_multiplicity=1 max_force_ha_per_bohr=0.0536
O -4.33442 -2.08781 -1.22624 -0.0810 0.1191 0.1195
O -2.57803 -0.96151 1.29723 -0.0654 0.0707 -0.5602
O 0.58858 -1.98370 -1.54314 0.7327 0.6566 1.6825
O 2.77734 -3.06035 -1.07442 -0.6113 1.7058 0.8525
N 6.87554 2.31002 2.51096 -0.2272 -0.1051 -0.1086
N 7.40731 1.56106 1.61131 -1.2452 -0.0155 0.2366
N 5.51610 2.14572 2.56772 0.5747 0.4722 0.3888
O -5.33593 0.27143 -0.63796 -0.0998 0.6366 0.2030
C -3.15626 -1.96446 -1.54009 -0.8708 -1.0204 -0.0887
C -2.86400 0.14134 0.84366 0.5038 -1.6246 0.0384
C 5.19981 1.26101 1.66799 1.1971 -0.0763 -0.2873
C 1.46082 0.76651 1.91257 0.6596 -0.0454 -0.1713
C 2.75664 1.23545 2.15341 -0.2637 -0.1447 -0.0600
C 1.22774 -0.16460 0.90027 -0.0376 -0.2153 -0.2329
C 3.59567 -0.15742 0.36454 -0.0765 -0.0573 0.0034
C 3.84104 0.77420 1.38606 -0.5641 -0.4545 -0.3739
C 2.29652 -0.61970 0.11875 -0.2203 0.0827 0.4034
N 6.37253 0.89288 1.06669 -1.1844 -0.5946 -0.3912
N -3.04244 1.14624 1.70881 -0.1072 1.5215 0.1855
N -2.47688 -0.81449 -1.45664 0.6772 1.2664 0.6272
N 2.64105 -1.09203 -2.52348 0.4801 0.5241 0.4668
C -2.41269 -3.15027 -2.10426 -0.0400 0.1583 0.0463
C -3.31305 2.55608 1.43049 -0.3299 -0.4691 -0.0583
C -4.23395 0.93694 -1.21027 -0.4199 -0.6553 0.4158
C -2.89535 0.37985 -0.68509 -0.1496 -0.1873 -0.5820
S 2.00164 -1.82788 -1.19145 -0.4098 -2.0871 -1.7504
H -5.20111 -0.68567 -0.80178 0.0934 0.0037 0.0064
H 0.63343 1.11592 2.52346 0.1411 -0.0632 -0.1182
H 2.92039 1.95487 2.95348 0.1260 -0.1501 -0.2188
H 0.21755 -0.53960 0.73582 0.1956 -0.0099 -0.0431
H 4.40735 -0.53667 -0.25185 -0.1361 0.0536 0.0599
H 6.45477 0.19020 0.33962 0.5110 0.3496 0.2453
H -3.02243 0.85935 2.67617 -0.0020 -0.1112 -0.1613
H -1.50436 -0.87772 -1.71910 0.0503 0.0187 0.2574
H 1.88909 -0.54653 -2.91693 0.0245 0.2451 -0.3777
H 2.88914 -1.85602 -3.13811 0.1690 -0.0327 -0.2366
H -1.69347 -3.49648 -1.36393 0.1381 -0.0036 -0.0840
H -1.89312 -2.86134 -3.01471 0.2098 -0.0993 -0.0320
H -3.12346 -3.94638 -2.32022 0.0268 0.1564 0.0404
H -3.11875 3.14910 2.32590 0.0612 -0.1472 -0.1110
H -2.67569 2.92219 0.62439 -0.0299 0.0396 0.0439
H -4.36314 2.68178 1.15605 0.0798 0.2021 -0.0252
H -4.27081 0.83017 -2.29533 0.3263 0.0668 -0.1639
H -4.30847 1.99828 -0.97894 -0.0997 -0.0142 0.0749
H -2.15226 1.15004 -0.88139 0.2930 0.0343 -0.1612